Molecular formula: C2H4O3
Method: DFT, ωB97M-V/def2-TZVPD

XYZ file:
```
9
Properties=species:S:1:pos:R:3:forces:R:3
O -0.50319 0.82281 -0.78540 1.105 -1.181 0.194
C -0.64938 1.99939 -0.76816 -1.813 1.252 -1.587
H -0.19542 2.67949 -1.55740 0.196 -0.372 1.038
H -1.52802 2.38617 -0.21077 0.586 0.482 0.333
O -0.25745 -1.18759 1.71766 0.977 -0.187 0.036
C 0.54847 -1.75180 1.03026 -0.415 -1.282 1.048
O 0.52730 -1.73351 -0.30613 1.082 1.648 -0.713
H 1.37445 -2.44995 1.35040 -0.739 0.537 0.439
H 0.68324 -0.76500 -0.47047 -0.979 -0.897 -0.787
```
Positions in Å, forces in eV/Å.

energy above the lowest of the compared OMol25 structures with the same formula, charge and spin = 173.4 kJ/mol
HOMO = -10.53 eV
orbital gap = 10.893 eV
multiplicity = 1

---

Molecular formula: C5H15N3
Method: DFT, ωB97M-V/def2-TZVPD

XYZ file:
```
23
Properties=species:S:1:pos:R:3:forces:R:3
C 2.45117 -0.59974 -0.78072 0.234 -0.591 0.241
N 1.71848 -0.05665 0.34622 0.084 -0.165 0.004
C 0.30184 0.12864 0.10698 -0.119 -0.430 -0.456
C -0.43991 -1.22584 0.10874 0.039 0.304 0.511
C -1.48485 -1.38825 -1.00564 0.660 -0.059 0.773
N -2.64593 -0.53817 -0.90661 -0.140 0.142 -0.904
C -0.24644 1.05614 1.16065 0.588 1.031 0.404
N 0.40804 2.38206 1.08130 0.229 -0.811 -0.019
H 2.41868 -1.69842 -0.77750 -0.084 0.140 -0.011
H 3.50947 -0.34315 -0.70159 -0.106 0.115 -0.049
H 2.06872 -0.28671 -1.75677 -0.006 0.273 -0.102
H 2.13363 0.79857 0.68403 -0.116 0.208 -0.168
H 0.13356 0.57825 -0.89730 0.058 0.113 0.128
H 0.30123 -2.01842 0.08812 0.157 -0.191 -0.388
H -0.88708 -1.35072 1.10177 -0.304 -0.003 -0.076
H -0.96408 -1.17637 -1.94090 -0.216 -0.065 -0.199
H -1.78903 -2.43510 -1.01904 -0.155 -0.018 -0.157
H -3.23122 -0.66384 -0.10157 0.124 0.122 0.244
H -2.47692 0.42836 -1.15377 -0.110 -0.188 0.343
H 0.00260 0.63465 2.13470 -0.013 -0.081 0.075
H -1.32201 1.14330 1.11018 -0.480 -0.200 -0.172
H 0.38243 2.89389 1.94963 -0.225 0.113 -0.138
H 0.05959 2.92062 0.30464 -0.100 0.242 0.115
```
Positions in Å, forces in eV/Å.

energy above the lowest of the compared OMol25 structures with the same formula, charge and spin = 90.0 kJ/mol
HOMO = -8.41 eV
orbital gap = 9.454 eV
multiplicity = 1

---

Molecular formula: C6H9N
Method: DFT, ωB97M-V/def2-TZVPD

XYZ file:
```
16
Properties=species:S:1:pos:R:3:forces:R:3
C 2.87466 0.39577 0.05048 0.007 0.082 -0.023
C 1.90189 -0.75024 -0.04072 -0.179 -0.054 -0.043
C 0.65740 -0.70264 -0.43942 0.046 -0.050 0.053
C -0.60588 -0.81263 -0.77273 0.186 0.001 -0.068
N -1.67787 -0.68173 0.14404 0.103 -0.121 -0.032
C -2.73140 0.25924 -0.18141 -0.238 0.093 -0.144
C -1.76506 0.54412 0.91050 0.063 0.171 0.222
H 3.66370 0.30555 -0.70558 -0.118 -0.007 0.097
H 3.36759 0.39681 1.02992 -0.098 -0.002 -0.153
H 2.37485 1.35878 -0.08354 0.056 -0.152 -0.027
H -0.89915 -1.07772 -1.78748 0.070 0.068 0.116
H 2.27026 -1.73153 0.26350 0.024 0.116 0.021
H -3.73927 -0.07771 0.04937 0.162 0.079 -0.033
H -2.63145 0.83363 -1.10175 0.015 -0.062 0.150
H -1.00381 1.29882 0.71234 -0.114 -0.152 0.039
H -2.05645 0.44150 1.95248 0.015 -0.010 -0.176
```
Positions in Å, forces in eV/Å.

energy above the lowest of the compared OMol25 structures with the same formula, charge and spin = 307.1 kJ/mol
HOMO = -8.30 eV
orbital gap = 9.437 eV
multiplicity = 1

---

Molecular formula: C3H9N3
Method: DFT, ωB97M-V/def2-TZVPD

XYZ file:
```
15
Properties=species:S:1:pos:R:3:forces:R:3
C -1.52224 -0.52610 -0.40568 -2.033 -0.739 -3.680
C 0.42936 1.38590 0.00028 -2.201 -4.206 0.309
C -0.77744 -0.61502 0.84457 -0.542 1.837 0.469
N 2.52394 -0.09065 -0.43119 1.251 0.036 -0.771
N 1.77496 -0.85408 0.17096 -2.497 -0.135 0.785
N 0.46840 0.13875 0.80814 1.140 -0.033 1.101
H -0.92313 -0.63577 -1.36778 -0.226 0.277 1.348
H -2.17907 -1.44807 -0.51601 0.155 1.400 0.369
H -2.09506 0.41786 -0.49416 -0.006 -0.689 -0.178
H 1.37122 1.77731 -0.01214 2.214 1.450 0.017
H 0.09001 1.01924 -0.95865 0.188 0.904 -0.725
H -0.36504 1.87611 0.47875 -0.870 1.552 0.482
H -1.50908 -0.26108 1.65755 1.551 -0.257 -0.632
H -0.67596 -1.64557 0.92633 1.319 -1.733 1.183
H 3.38913 -0.53885 -0.70096 0.557 0.336 -0.077
```
Positions in Å, forces in eV/Å.

energy above the lowest of the compared OMol25 structures with the same formula, charge and spin = 81.3 kJ/mol
HOMO (spin up / spin down) = -6.08 / -9.01 eV
⟨S²⟩ = 2.023
orbital gap (spin up / spin down) = 7.182 / 7.425 eV
multiplicity = 3

---

Molecular formula: C30H44N5O8Sr
Method: DFT, ωB97M-V/def2-TZVPD

XYZ file:
```
88
Properties=species:S:1:pos:R:3:forces:R:3
Sr -0.12154 -0.12287 -0.22862 0.238 0.476 0.498
C 3.35809 -0.18569 0.79046 0.045 -0.122 0.210
C 2.94859 -0.30112 2.24535 0.065 0.073 -0.118
O 1.62836 -0.81277 2.29140 -0.053 0.010 -0.170
C 1.09222 -0.90035 3.59764 -0.069 0.129 0.148
C 0.80768 0.45473 4.23030 0.073 -0.102 -0.017
O -0.04090 1.17907 3.37037 0.005 -0.036 -0.056
C 0.14687 2.57645 3.32596 0.003 0.077 -0.100
C -0.13535 3.06984 1.91324 -0.040 0.000 0.196
O 0.67405 2.45032 0.93018 -0.084 -0.142 -0.115
C 2.03439 2.84423 0.95587 0.104 -0.092 0.018
C 2.77134 2.01515 -0.07996 -0.090 0.234 0.061
O 2.47475 0.64026 0.06332 -0.142 -0.010 -0.057
H 3.31042 -1.16807 0.31610 0.023 0.020 -0.022
H 4.38671 0.18290 0.72763 -0.011 0.000 -0.062
H 3.00290 0.68460 2.71974 -0.015 -0.041 0.032
H 3.63538 -0.97345 2.77493 0.011 0.006 -0.012
H 1.76570 -1.46289 4.25683 -0.012 -0.021 -0.022
H 0.15991 -1.45129 3.49131 0.019 -0.032 0.016
H 1.73939 1.00248 4.40953 -0.034 0.032 -0.003
H 0.33491 0.29027 5.20674 0.034 0.005 0.013
H 1.16718 2.83648 3.62897 -0.013 -0.032 0.023
H -0.53412 3.08807 4.01786 0.011 0.016 -0.009
H -0.00938 4.15911 1.88708 -0.014 -0.006 -0.025
H -1.15991 2.82079 1.64528 0.003 0.037 -0.012
H 2.46617 2.68060 1.94916 -0.035 0.016 -0.007
H 2.12716 3.91033 0.71624 0.016 -0.001 -0.001
H 3.84720 2.20014 -0.00938 0.005 -0.033 -0.024
H 2.43099 2.29021 -1.08045 0.042 -0.033 -0.017
C -0.90351 -5.51894 -0.77196 0.023 -0.028 0.069
N -1.29583 -4.20511 -1.24689 -0.020 0.068 -0.155
C -1.37796 -4.06208 -2.69639 0.016 0.072 -0.043
C -1.36426 -3.11381 -0.48136 -0.012 -0.201 -0.019
O -1.60556 -1.98932 -0.92013 -0.222 -0.227 -0.047
C -1.10317 -3.25946 1.02224 0.012 0.044 -0.014
O -1.19830 -1.98570 1.62158 0.036 -0.015 0.084
C -2.48961 -1.65170 2.08256 0.013 -0.002 -0.065
C -2.67672 -0.14326 1.97860 -0.201 -0.035 0.208
O -1.93399 0.52567 1.27141 -0.261 0.058 0.263
N -3.71078 0.39154 2.64968 -0.020 0.059 -0.073
C -3.89765 1.83552 2.61818 0.045 0.055 -0.020
C -4.55529 -0.35819 3.56582 0.029 -0.079 0.084
H -1.54094 -6.26970 -1.23791 -0.001 -0.005 0.015
H -1.01255 -5.60746 0.30510 0.000 -0.003 -0.009
H 0.13340 -5.73376 -1.04067 -0.001 0.010 0.004
H -2.02971 -4.83358 -3.10444 -0.014 -0.013 0.035
H -0.38464 -4.16067 -3.13828 -0.004 -0.004 0.009
H -1.77105 -3.07972 -2.93469 0.002 -0.013 -0.012
H -0.08389 -3.61659 1.18300 -0.014 0.001 0.030
H -1.79436 -3.96936 1.48402 0.027 -0.017 0.000
H -2.61093 -1.99508 3.11376 -0.005 -0.008 -0.014
H -3.26403 -2.11916 1.46240 0.001 -0.024 0.019
H -3.44691 2.23534 1.71465 -0.005 0.009 0.015
H -3.43745 2.30734 3.48978 0.009 -0.002 -0.008
H -4.96148 2.06594 2.61705 -0.014 -0.042 0.003
H -4.72767 -1.37167 3.21204 -0.008 0.004 -0.004
H -5.52359 0.13240 3.63213 -0.001 0.012 -0.038
H -4.12635 -0.39569 4.57086 -0.004 -0.015 -0.012
C -0.17206 2.47947 -4.37152 0.005 -0.074 0.103
C -0.60849 1.75730 -3.13124 0.563 -0.080 -0.084
N 0.14995 0.95714 -2.46887 -0.674 0.331 -0.238
N 1.42395 0.78543 -2.88342 0.749 -0.011 -0.462
C 1.94927 -0.34717 -2.43732 0.013 -0.059 -0.050
O 1.34584 -1.24053 -1.77137 0.081 -0.357 -0.079
C 3.39587 -0.55168 -2.75567 0.100 0.091 -0.026
C 4.00064 -1.76509 -2.44365 -0.104 -0.009 0.022
C 5.35144 -1.96100 -2.68293 0.073 -0.015 -0.012
C 6.11521 -0.94135 -3.23337 -0.014 -0.017 0.009
C 5.51855 0.27193 -3.54969 0.025 0.013 -0.010
C 4.16646 0.46600 -3.31603 -0.023 -0.010 0.012
C -1.97636 1.92909 -2.61818 -0.554 0.049 0.169
C -2.84776 2.87932 -3.15535 0.150 -0.028 -0.073
C -4.13858 2.97659 -2.66841 -0.051 -0.053 0.075
C -4.54235 2.11648 -1.65970 0.051 0.033 -0.073
C -3.60974 1.21243 -1.17365 -0.135 -0.008 -0.006
N -2.36782 1.11809 -1.62267 0.265 0.030 0.112
H 0.77572 2.06557 -4.70137 0.005 0.046 -0.021
H -0.03790 3.54460 -4.16667 -0.001 0.018 -0.040
H -0.90929 2.37849 -5.16829 -0.027 0.012 0.007
H 3.39157 -2.55064 -2.01507 -0.002 0.007 -0.003
H 5.81263 -2.91079 -2.44404 -0.008 -0.009 0.004
H 7.17005 -1.09391 -3.42104 0.005 0.003 -0.001
H 6.11088 1.06627 -3.98547 -0.007 0.008 -0.002
H 3.68905 1.40290 -3.56741 -0.002 0.003 -0.002
H -2.51688 3.53443 -3.94830 0.019 -0.008 0.000
H -4.82360 3.70839 -3.07577 0.008 0.007 -0.014
H -5.54782 2.14126 -1.26378 -0.001 -0.011 0.013
H -3.88287 0.51965 -0.38499 0.001 0.014 -0.002
```
Positions in Å, forces in eV/Å.

energy above the lowest of the compared OMol25 structures with the same formula, charge and spin = 69.0 kJ/mol
HOMO = -9.52 eV
net charge = +1
orbital gap = 7.596 eV
multiplicity = 1

---

Please write out number 4 again, unchanged.
Molecular formula: C3H9N3
Method: DFT, ωB97M-V/def2-TZVPD

XYZ file:
```
15
Properties=species:S:1:pos:R:3:forces:R:3
C -1.52224 -0.52610 -0.40568 -2.033 -0.739 -3.680
C 0.42936 1.38590 0.00028 -2.201 -4.206 0.309
C -0.77744 -0.61502 0.84457 -0.542 1.837 0.469
N 2.52394 -0.09065 -0.43119 1.251 0.036 -0.771
N 1.77496 -0.85408 0.17096 -2.497 -0.135 0.785
N 0.46840 0.13875 0.80814 1.140 -0.033 1.101
H -0.92313 -0.63577 -1.36778 -0.226 0.277 1.348
H -2.17907 -1.44807 -0.51601 0.155 1.400 0.369
H -2.09506 0.41786 -0.49416 -0.006 -0.689 -0.178
H 1.37122 1.77731 -0.01214 2.214 1.450 0.017
H 0.09001 1.01924 -0.95865 0.188 0.904 -0.725
H -0.36504 1.87611 0.47875 -0.870 1.552 0.482
H -1.50908 -0.26108 1.65755 1.551 -0.257 -0.632
H -0.67596 -1.64557 0.92633 1.319 -1.733 1.183
H 3.38913 -0.53885 -0.70096 0.557 0.336 -0.077
```
Positions in Å, forces in eV/Å.

energy above the lowest of the compared OMol25 structures with the same formula, charge and spin = 81.3 kJ/mol
HOMO (spin up / spin down) = -6.08 / -9.01 eV
⟨S²⟩ = 2.023
orbital gap (spin up / spin down) = 7.182 / 7.425 eV
multiplicity = 3